# 1
# C10H16O

A cluster of 2 separate species, C10H16O in total in a non-equilibrium geometry (ωB97M-V with the def2-TZVPD basis set, the OMol25 dataset).

Structure (ORCA input):
```
! RIJCOSX wB97M-V def2-TZVPD def2/J DEFGRID3
* xyz 0 1
C -2.326 -0.400 -0.513
C -0.732 -0.306 -0.567
C -0.296 1.122 -0.343
C 0.528 1.335 0.773
C 1.145 2.542 0.969
C 0.815 3.638 0.141
O 1.317 4.899 0.388
C -0.115 3.551 -0.861
C -0.654 2.251 -1.080
H -2.755 0.435 -1.071
H -2.573 -0.209 0.563
H -2.659 -1.310 -0.938
H -0.327 -0.938 0.236
H -0.357 -0.844 -1.543
H 0.616 0.437 1.493
H 1.912 2.569 1.883
H 1.302 5.051 1.331
H -0.411 4.418 -1.324
H -1.430 2.173 -1.961
C 0.705 -3.963 -0.419
C 1.097 -3.645 1.027
H -0.130 -3.252 -0.694
H 1.583 -3.969 -1.036
H 0.194 -4.871 -0.476
H 1.666 -2.685 1.178
H 1.791 -4.426 1.369
H 0.093 -3.602 1.476
*
```

Highest occupied orbital energy = -8.562 eV
LUMO level = 0.885 eV
SMILES = CCc1ccc(O)cc1.CC
Strongest force on any atom = 4.2 eV Å⁻¹
Relative energy (zero: lowest compared OMol25 entry of this formula, charge and spin) = 2.172 eV
Electronic energy = -12675.553 eV

Population analysis type natural (NBO), resulting atomic charges in e:
1 C -0.60
2 C -0.41
3 C -0.08
4 C -0.18
5 C -0.29
6 C 0.29
7 O -0.69
8 C -0.27
9 C -0.17
10 H 0.20
11 H 0.21
12 H 0.21
13 H 0.21
14 H 0.21
15 H 0.21
16 H 0.22
17 H 0.48
18 H 0.23
19 H 0.21
20 C -0.60
21 C -0.61
22 H 0.19
23 H 0.20
24 H 0.20
25 H 0.20
26 H 0.20
27 H 0.21

=====

# 2
# C22H24FNO3

An isolated molecule of C22H24FNO3 (ωB97M-V with the def2-TZVPD basis set, the OMol25 dataset).

Structure (ORCA input):
```
! RIJCOSX wB97M-V def2-TZVPD def2/J DEFGRID3
* xyz 0 1
C 3.799 -3.138 -1.309
O 3.074 -1.941 -1.496
C 1.887 -1.892 -0.781
C 1.888 -1.349 0.507
C 3.158 -0.845 1.126
C 0.695 -1.293 1.206
C -0.493 -1.754 0.645
C -1.711 -1.686 1.487
O -1.703 -2.108 2.622
C -2.978 -1.029 0.929
C -3.563 -0.137 2.033
C -2.617 1.037 2.269
C -2.390 1.827 0.979
N -1.947 0.959 -0.088
C -0.888 1.164 -0.903
O -0.611 0.405 -1.816
C -0.042 2.373 -0.647
C 1.300 2.189 -0.335
C 2.135 3.280 -0.168
C 1.649 4.566 -0.329
C 0.318 4.730 -0.667
F -0.166 5.979 -0.839
C -0.539 3.658 -0.831
C -2.806 -0.180 -0.331
C -0.472 -2.296 -0.632
C 0.707 -2.362 -1.360
C 0.692 -2.908 -2.754
H 4.090 -3.272 -0.262
H 3.219 -4.012 -1.626
H 4.692 -3.052 -1.926
H 3.868 -0.560 0.353
H 3.613 -1.624 1.740
H 2.960 0.011 1.769
H 0.679 -0.878 2.204
H -3.679 -1.844 0.710
H -4.548 0.227 1.733
H -3.672 -0.716 2.951
H -1.660 0.660 2.633
H -3.027 1.707 3.026
H -3.335 2.302 0.678
H -1.647 2.606 1.150
H 1.677 1.184 -0.237
H 3.174 3.129 0.082
H 2.281 5.431 -0.209
H -1.567 3.832 -1.111
H -3.797 0.181 -0.639
H -2.367 -0.739 -1.157
H -1.374 -2.704 -1.065
H -0.087 -2.412 -3.327
H 0.485 -3.979 -2.747
H 1.646 -2.731 -3.242
*
```

Highest occupied orbital energy = -8.846 eV
LUMO level = 0.690 eV
SMILES = COc1c(C)cc(C(=O)[C@H]2CCCN(C(=O)c3cccc(F)c3)C2)cc1C
Strongest force on any atom = 0.6 eV Å⁻¹
Electronic energy = -33554.116 eV

Population analysis type natural (NBO), resulting atomic charges in e:
1 C -0.24
2 O -0.55
3 C 0.35
4 C -0.09
5 C -0.65
6 C -0.14
7 C -0.18
8 C 0.61
9 O -0.54
10 C -0.34
11 C -0.39
12 C -0.41
13 C -0.21
14 N -0.44
15 C 0.66
16 O -0.62
17 C -0.02
18 C -0.22
19 C -0.19
20 C -0.28
21 C 0.40
22 F -0.32
23 C -0.30
24 C -0.23
25 C -0.17
26 C -0.04
27 C -0.64
28 H 0.17
29 H 0.17
30 H 0.20
31 H 0.23
32 H 0.22
33 H 0.22
34 H 0.21
35 H 0.24
36 H 0.20
37 H 0.24
38 H 0.21
39 H 0.22
40 H 0.18
41 H 0.23
42 H 0.23
43 H 0.22
44 H 0.23
45 H 0.23
46 H 0.19
47 H 0.26
48 H 0.21
49 H 0.23
50 H 0.22
51 H 0.23